Record 1
Here is a molecular structure, C38H46CuOP2Si in a non-equilibrium geometry from OMol25. Energies are from wB97M-V/def2-TZVPD.

Each line ends with the Löwdin charge.
Atoms and positions in Å:
1 Cu 1.685 -1.341 3.982  0.6894
2 C -2.961 0.402 5.158  -0.1026
3 C -3.070 0.197 3.840  -0.1018
4 C -3.047 1.242 2.755  -0.2071
5 C -1.669 1.884 2.400  -0.1895
6 C -1.063 2.801 3.437  -0.1146
7 C -1.540 3.132 4.646  -0.1217
8 C -2.938 3.011 5.172  -0.2029
9 C -3.252 1.682 5.879  -0.1907
10 C 3.193 -0.839 2.927  -0.1653
11 H -2.784 -0.462 5.805  0.0855
12 H -3.199 -0.834 3.461  0.0992
13 H -3.797 2.040 2.858  0.1019
14 H -3.363 0.700 1.847  0.0952
15 H -0.938 1.076 2.190  0.0948
16 H -1.785 2.447 1.446  0.1153
17 H -0.080 3.194 3.113  0.1029
18 H -0.845 3.601 5.352  0.1004
19 H -3.639 3.167 4.346  0.0937
20 H -3.080 3.844 5.894  0.1181
21 H -2.798 1.680 6.881  0.1059
22 H -4.332 1.737 6.065  0.1158
23 H 3.963 -0.881 3.720  0.0074
24 H 2.899 0.187 2.653  0.0027
25 H 3.494 -1.505 2.106  0.0049
26 P 0.081 -2.129 -3.736  0.9963
27 P 1.960 0.356 -4.148  0.9955
28 C -0.613 -0.561 -4.377  -0.3334
29 C 0.227 0.472 -4.676  -0.3569
30 C -0.644 -3.277 -5.015  -0.3852
31 C -1.763 -2.980 -5.809  -0.0976
32 C -2.225 -3.907 -6.748  -0.0861
33 C -1.570 -5.127 -6.923  -0.0894
34 C -0.439 -5.421 -6.149  -0.0901
35 C 0.030 -4.503 -5.208  -0.1116
36 C -1.003 -2.336 -2.268  -0.3856
37 C -0.741 -1.475 -1.184  -0.1068
38 C -1.509 -1.567 -0.025  -0.0892
39 C -2.556 -2.496 0.049  -0.0893
40 C -2.814 -3.346 -1.032  -0.0845
41 C -2.031 -3.281 -2.187  -0.0864
42 C 2.663 0.986 -5.780  -0.3571
43 C 2.489 0.174 -6.916  -0.1117
44 C 2.901 0.624 -8.170  -0.0926
45 C 3.489 1.889 -8.310  -0.0956
46 C 3.655 2.700 -7.182  -0.0888
47 C 3.249 2.251 -5.919  -0.0897
48 C 2.068 1.860 -3.111  -0.4161
49 C 3.254 1.997 -2.360  -0.1191
50 C 3.456 3.141 -1.593  -0.0895
51 C 2.477 4.143 -1.557  -0.0886
52 C 1.290 3.990 -2.279  -0.0827
53 C 1.072 2.839 -3.039  -0.0921
54 H -1.709 -0.501 -4.499  0.0738
55 H -0.105 1.358 -5.246  0.0861
56 H -2.281 -2.028 -5.708  0.0869
57 H -3.112 -3.671 -7.336  0.1024
58 H -1.944 -5.850 -7.650  0.1026
59 H 0.067 -6.380 -6.276  0.1023
60 H 0.922 -4.737 -4.621  0.0979
61 H 0.052 -0.729 -1.281  0.0974
62 H -1.291 -0.908 0.817  0.0834
63 H -3.168 -2.543 0.951  0.0976
64 H -3.635 -4.060 -0.977  0.1025
65 H -2.239 -3.941 -3.030  0.0998
66 H 1.991 -0.792 -6.822  0.0996
67 H 2.761 -0.005 -9.048  0.1013
68 H 3.811 2.237 -9.295  0.1015
69 H 4.098 3.691 -7.292  0.1012
70 H 3.365 2.923 -5.065  0.0975
71 H 4.008 1.208 -2.396  0.1007
72 H 4.376 3.249 -1.018  0.1026
73 H 2.628 5.030 -0.945  0.1010
74 H 0.519 4.759 -2.251  0.1028
75 H 0.139 2.709 -3.584  0.0890
76 C 2.006 -1.367 8.632  -0.1914
77 Si 0.821 -0.874 7.196  0.3038
78 C -0.846 -1.283 8.097  -0.1796
79 C 0.804 1.029 7.204  -0.1789
80 O 1.023 -1.495 5.725  -0.4518
81 H 1.489 -1.048 9.554  0.0209
82 H 2.999 -0.891 8.639  0.0188
83 H 2.184 -2.451 8.719  0.0221
84 H -0.875 -0.942 9.148  0.0294
85 H -1.701 -0.813 7.593  -0.0117
86 H -1.033 -2.366 8.110  0.0240
87 H 1.754 1.488 6.899  0.0223
88 H 0.039 1.457 6.545  -0.0012
89 H 0.577 1.364 8.226  0.0307

## Properties
molecular weight: 672.4 u
⟨S²⟩: 0.753
E_HOMO (alpha / beta): -7.844 / -7.844 eV
relative energy (zero: lowest compared OMol25 entry of this formula, charge and spin): 0.0 kcal per mole
multiplicity: 2
LUMO level (alpha / beta): 0.18 / -2.47 eV

---

Record 2
Here is a molecular structure, C38H46MoN2OP3S from OMol25. Energies are from wB97M-V/def2-TZVPD.

Each line ends with the Löwdin charge.
Atoms and positions in Å:
1 Mo -0.322 0.570 0.322  0.7107
2 N -1.589 -0.895 -2.191  -0.3232
3 P -1.026 -1.613 -0.752  0.8477
4 C -0.018 -3.019 -1.242  -0.3582
5 C 0.678 -3.723 -0.266  -0.1226
6 C 1.434 -4.832 -0.603  -0.0574
7 C 1.508 -5.239 -1.928  -0.0475
8 C 0.823 -4.537 -2.909  -0.0517
9 C 0.057 -3.432 -2.570  -0.0838
10 C -2.509 -2.290 0.036  -0.3921
11 C -3.785 -1.939 -0.389  -0.0995
12 C -4.900 -2.397 0.298  -0.0587
13 C -4.746 -3.210 1.409  -0.0535
14 C -3.474 -3.568 1.836  -0.0552
15 C -2.361 -3.108 1.155  -0.1152
16 P -1.369 0.734 -1.852  0.8276
17 C -2.658 1.699 -2.599  -0.3465
18 C -3.846 1.917 -1.902  -0.0897
19 C -4.877 2.608 -2.514  -0.0553
20 C -4.720 3.081 -3.810  -0.0420
21 C -3.535 2.875 -4.502  -0.0488
22 C -2.496 2.185 -3.898  -0.0660
23 C 0.255 1.194 -2.462  -0.3827
24 C 0.952 0.390 -3.376  -0.0912
25 C 2.205 0.769 -3.809  -0.0543
26 C 2.787 1.939 -3.320  -0.0412
27 C 2.115 2.730 -2.407  -0.0700
28 C 0.840 2.369 -1.978  -0.1098
29 H -2.262 -1.259 -2.855  0.0984
30 H 0.643 -3.401 0.766  0.0751
31 H 1.968 -5.374 0.165  0.1172
32 H 2.099 -6.102 -2.199  0.1173
33 H 0.877 -4.855 -3.940  0.1157
34 H -0.466 -2.899 -3.351  0.0937
35 H -3.929 -1.304 -1.254  0.0884
36 H -5.889 -2.128 -0.040  0.1141
37 H -5.614 -3.572 1.939  0.1157
38 H -3.351 -4.210 2.697  0.1160
39 H -1.378 -3.400 1.504  0.0896
40 H -3.963 1.552 -0.888  0.1029
41 H -5.799 2.785 -1.980  0.1162
42 H -5.528 3.621 -4.283  0.1197
43 H -3.418 3.253 -5.506  0.1185
44 H -1.567 2.034 -4.432  0.1108
45 H 0.503 -0.529 -3.731  0.1016
46 H 2.736 0.163 -4.528  0.1221
47 H 3.766 2.233 -3.669  0.1212
48 H 2.564 3.642 -2.043  0.1182
49 H 0.288 3.028 -1.314  0.0956
50 O -0.576 2.546 0.921  -0.3269
51 N -1.289 2.803 2.036  -0.1982
52 C -1.331 4.087 2.455  0.0123
53 C -2.050 4.404 3.576  -0.0056
54 C -2.727 3.393 4.264  -0.0156
55 C -2.665 2.097 3.805  -0.0434
56 C -1.926 1.803 2.657  -0.5691
57 S -1.795 0.197 1.967  0.7334
58 H -0.767 4.775 1.844  0.1506
59 H -2.078 5.431 3.906  0.1271
60 H -3.299 3.628 5.149  0.1279
61 H -3.176 1.291 4.308  0.1221
62 C 2.802 2.841 0.996  -0.1008
63 C 2.684 1.687 1.985  -0.5239
64 C 1.880 2.072 3.228  -0.0883
65 P 2.087 0.111 1.212  1.0292
66 C 3.355 -0.201 -0.087  -0.5240
67 C 3.002 -1.265 -1.119  -0.1053
68 C 4.776 -0.426 0.462  -0.0748
69 C 2.301 -1.085 2.621  -0.4996
70 C 1.047 -1.268 3.475  -0.1309
71 C 2.882 -2.472 2.294  -0.0814
72 H 3.042 3.754 1.540  0.0922
73 H 1.873 3.016 0.456  0.0401
74 H 3.600 2.678 0.274  0.0747
75 H 3.697 1.424 2.313  0.1037
76 H 0.804 2.052 3.053  0.0468
77 H 2.148 3.084 3.530  0.0919
78 H 2.089 1.418 4.071  0.0787
79 H 3.342 0.768 -0.608  0.0774
80 H 3.050 -2.277 -0.718  0.0631
81 H 3.724 -1.208 -1.934  0.0956
82 H 2.004 -1.128 -1.548  0.0373
83 H 4.980 -1.489 0.570  0.0782
84 H 4.975 0.042 1.424  0.0717
85 H 5.506 -0.027 -0.241  0.0930
86 H 3.049 -0.550 3.221  0.1061
87 H 0.277 -1.810 2.913  0.0470
88 H 0.604 -0.342 3.831  0.0459
89 H 1.309 -1.871 4.345  0.0971
90 H 2.115 -3.235 2.406  0.0685
91 H 3.667 -2.713 3.009  0.0980
92 H 3.310 -2.572 1.305  0.0405

## Properties
molecular weight: 767.7 u
⟨S²⟩: 0.760
E_HOMO (alpha / beta): -13.359 / -13.099 eV
charge: +2
multiplicity: 2
LUMO level (alpha / beta): -6.10 / -6.30 eV